Entry 1:
Molecular formula: C3H7OS
Method: DFT, ωB97M-V/def2-TZVPD

```
12
Properties=species:S:1:pos:R:3:forces:R:3:lowdin_charge:R:1
H 1.093569 0.873792 -0.759689 -0.4740 -0.4530 0.5049 0.0223
H -0.084566 0.701452 1.303715 -0.5294 -0.9679 0.2936 -0.0848
C 0.182716 0.299635 -1.000633 -0.5174 0.5453 -0.9967 -0.1283
C -0.283236 -0.732346 -0.003475 0.0048 -0.5855 0.5525 -0.5125
S 0.482093 2.610428 1.231005 0.2358 0.3776 0.2706 -0.0032
H -0.637092 1.084381 -1.092720 0.9845 -0.9135 -0.1082 0.0882
C -0.547180 -2.024295 -0.320447 -0.0419 -0.2570 -0.1967 -0.0162
H -0.888766 -2.808630 0.360598 0.0757 0.7480 0.3626 0.0320
O -0.474586 -0.278325 1.257971 0.6992 0.8027 -0.7710 -0.0893
H -0.473186 -2.446280 -1.320758 0.2624 0.6632 -0.0973 0.0225
H 0.401061 -0.176816 -1.975802 -0.5078 0.1662 0.3373 0.0654
H 1.229172 2.897002 2.320238 -0.1917 -0.1262 -0.1517 -0.3961
```
Positions in Å, forces in eV/Å.

## Properties
largest force on an atom: 1.3 eV Å⁻¹
Kohn-Sham gap: 7.50 eV
HOMO level: -3.357 eV
ΔE to the lowest compared entry with this formula, charge and spin: 26.2 kJ/mol
LUMO energy: 0.1523 Ha
total energy: -16108.006 eV
net charge: -1

=====

Entry 2:
Molecular formula: C38H63F3O14S4
Method: DFT, ωB97M-V/def2-TZVPD

```
122
Properties=species:S:1:pos:R:3:forces:R:3:lowdin_charge:R:1
C 12.189216 -33.234255 7.460511 0.5993 1.2083 0.4774 -0.1680
F 15.474083 -33.235299 0.043823 -0.0393 -0.3097 0.0031 0.0664
H 12.863872 -32.687769 3.121035 -0.0774 0.0812 -0.0351 0.0581
H 7.974645 -28.779956 5.921368 0.1694 0.2788 0.1425 0.0930
C 14.327296 -31.389425 0.933343 -0.1615 0.1417 0.2588 -0.0144
H 5.629651 -27.564616 7.058389 -0.0870 0.0080 0.0376 0.1151
C 12.223217 -33.406993 3.624398 0.1171 -0.7960 0.3162 -0.0537
H 12.010782 -34.257438 2.975458 -0.0037 0.1730 -0.2092 0.0916
H 16.853204 -22.329762 -0.101418 -0.0953 0.0142 0.1042 0.0836
O 4.863518 -29.382087 6.382985 -0.4993 -0.0004 0.0439 -0.1335
H 15.596455 -23.232176 -0.951914 -0.0068 -0.1281 -0.0025 0.0744
O 9.237732 -23.564405 7.613820 -0.1104 0.2270 -0.0692 -0.2479
H 12.781223 -33.805478 4.474484 0.0236 0.0117 -0.0483 0.0717
H 10.523853 -32.105671 3.356177 -0.3422 -0.3707 -0.1678 0.1185
C 12.620821 -34.102742 8.655688 -0.4454 0.2012 -0.9322 -0.1496
C 12.706290 -26.692219 4.437243 -0.4226 0.7191 0.0536 -0.0935
H 12.105520 -25.397392 -3.868070 0.0155 0.0044 0.0414 0.1053
H 10.332492 -23.598987 5.806954 -0.2889 0.1929 0.1464 0.1110
H 11.574499 -31.075527 7.675872 -0.6510 -0.4485 0.0308 0.1016
H 8.830139 -33.372386 6.954560 -0.1930 0.0211 0.2408 0.0678
H 13.682946 -27.691115 -0.612779 -0.0211 -0.0313 0.0255 0.1046
H 13.445179 -29.656157 1.788079 0.0358 0.2448 -0.1339 0.1032
C 14.327508 -30.042853 1.294672 -0.0036 -0.5315 -0.1034 -0.0841
O 15.996244 -27.432380 6.599684 -0.1424 0.6613 0.0485 -0.2595
C 19.777301 -26.621654 8.784134 -0.1045 -0.2324 0.4159 -0.0629
F 13.444954 -25.773007 1.093214 0.1400 -0.0225 0.2310 0.0422
H 6.890987 -27.604247 5.102425 0.3086 -0.1237 -0.1490 0.1093
C 5.944262 -28.569679 6.779218 1.2743 -0.5732 -0.0220 -0.2000
H 12.571885 -23.609223 -0.025557 -0.0098 -0.1438 0.1331 0.1197
H 17.478221 -31.556912 -0.357412 -0.1818 -0.4169 0.0343 0.1176
H 4.422917 -28.855591 4.413706 0.1445 0.1640 0.0784 0.1211
H 17.034487 -29.478720 4.921848 -0.0819 0.1297 -0.2324 0.0619
H 11.216501 -32.101747 4.943630 -0.2679 -0.2472 0.1461 0.0963
H 11.975444 -33.726152 10.735138 0.1750 0.2177 -0.0762 0.1165
H 15.248951 -23.520747 1.473317 0.1475 -0.0454 0.2221 0.1186
H 10.756884 -26.976699 5.328533 -0.0440 0.2662 0.1036 0.0918
H 17.963133 -27.951408 4.468005 -0.4458 0.0178 -0.1587 0.0604
C 10.953563 -32.767667 4.108505 0.2898 1.2339 0.1017 -0.2751
C 12.888026 -26.665963 -2.343659 0.2874 -0.1710 0.0564 -0.0716
C 16.573095 -29.832345 0.470059 -0.2107 -0.1354 0.0418 -0.0746
S 8.468551 -33.482415 4.651866 0.4736 0.4145 -0.0660 0.5492
F 13.425027 -30.593265 5.423721 -0.2974 0.0792 0.0364 0.0499
O 7.386671 -22.106967 8.045558 -0.4648 0.1376 0.3599 -0.2530
H 15.826060 -25.069152 0.816611 -0.0320 -0.0289 0.0270 0.0968
H 14.641051 -26.724697 3.529758 0.0943 -0.1834 -0.1179 0.0740
H 18.713233 -29.250067 5.387159 -0.0144 -0.0005 0.0348 0.0737
O 8.087779 -32.575202 3.619750 0.0166 0.5609 -0.1011 -0.2748
C 16.087823 -24.028950 0.990148 0.2001 0.1956 -0.4216 -0.2608
H 12.112124 -25.083646 6.793355 -0.1498 -0.0256 -0.1333 0.0611
H 11.959694 -23.576247 7.674856 -0.1654 0.1100 -0.0156 0.0811
C 13.873678 -27.302203 4.022753 -0.1147 -0.0854 0.3387 -0.0683
H 6.438443 -29.073393 7.615775 -0.3076 0.2884 0.3201 0.1143
H 16.290704 -23.220055 4.136828 0.0409 0.0854 0.3068 0.0788
O 16.878943 -26.282541 2.605348 -0.1226 -0.5284 -0.0464 -0.2941
H 12.554805 -35.163220 8.420713 -0.0202 -0.0696 0.2994 0.1128
H 7.349099 -32.444922 6.392841 -0.0140 -0.0798 0.3286 0.0728
H 20.457787 -26.800375 6.730594 -0.3280 0.2950 -0.2093 0.1266
H 11.148546 -29.340764 5.867494 0.1879 0.1277 0.3556 0.1045
C 14.072033 -28.636814 4.337322 0.8052 0.1742 0.4236 -0.0325
C 8.396341 -32.686408 6.237142 0.0961 0.0376 -0.8582 -0.1069
H 19.781047 -28.258553 7.398615 -0.0347 0.0265 0.1151 0.1055
S 17.283793 -28.015365 6.742154 0.9077 -0.5422 -0.7857 0.5475
O 18.376198 -26.869752 6.804740 -0.1516 0.6751 0.0867 -0.2676
C 9.533339 -21.040493 7.016102 -0.5226 -0.2132 -0.4070 -0.1142
C 11.951336 -28.726970 5.471724 -0.6711 -0.2036 -0.7049 -0.0033
C 15.451721 -29.269009 1.055220 -0.0246 0.4761 0.1040 -0.1089
H 13.042286 -31.462060 8.403612 0.0432 -0.4683 0.1213 0.1238
H 15.159283 -24.554133 3.736278 -0.1130 0.1606 0.1338 0.0516
C 12.355639 -24.343082 -2.027072 -0.6500 -0.2984 0.3955 -0.0791
H 15.034760 -29.108157 4.194310 -0.1262 -0.0714 -0.4166 0.1035
H 13.438691 -31.993104 1.071738 0.1363 -0.0799 0.0015 0.1067
C 16.460948 -23.328580 -0.295365 0.2241 0.0523 -0.0214 -0.0551
H 9.655341 -25.114828 6.307841 -0.0837 -0.0358 0.2515 0.1118
C 13.297258 -26.768281 -1.023839 -0.0792 -0.3188 -0.0296 -0.0016
C 13.135196 -29.312096 5.080547 0.1471 0.0064 -0.0577 -0.2677
H 10.212427 -21.235739 6.191014 0.1912 0.0264 0.0994 0.0646
H 6.758607 -30.681992 4.968857 0.4130 0.0846 0.1728 0.0765
H 12.551585 -25.626103 4.297936 0.0354 -0.0989 -0.3332 0.1025
C 13.149056 -25.664522 -0.220313 -0.0319 -0.0470 0.2333 -0.2957
H 12.943889 -27.533731 -2.986440 0.0133 0.0031 -0.0235 0.1100
H 12.977705 -33.067699 6.726396 -0.2095 -0.5529 -0.3413 0.1035
H 20.450396 -27.243377 9.378320 0.1520 0.1259 -0.1035 0.0843
H 20.122085 -25.591910 8.819270 -0.0843 0.0750 -0.0482 0.0776
H 6.701248 -29.524183 3.658775 -0.1147 -0.0309 -0.0440 0.1191
O 7.829126 -34.740807 4.717819 -0.1437 -0.7801 0.3049 -0.2505
C 4.950533 -29.626173 4.991861 -0.4775 -0.1733 -0.3790 -0.2124
S 17.331481 -25.002983 3.049556 -0.1650 1.0486 0.1957 0.5543
H 18.806210 -26.707129 9.269965 -0.0226 0.1206 0.0090 0.0830
C 17.772261 -28.731696 5.197729 0.3845 -0.3825 0.4130 -0.1024
O 17.538843 -28.953570 7.785988 -0.1085 -0.1969 0.3533 -0.2702
O 17.276852 -23.981794 1.832125 -0.3217 -0.2582 0.1469 -0.2502
O 10.026473 -33.776942 4.534438 0.0403 -0.3016 -0.0141 -0.2496
C 19.673447 -27.173127 7.387489 0.1191 -0.6827 -0.0012 -0.2489
H 11.219789 -33.489825 7.034152 0.1861 -0.3792 -0.1840 0.0960
H 13.655451 -33.831430 8.866858 -0.0260 -0.1488 0.3053 0.1157
C 6.436230 -29.678863 4.703734 -0.3642 -0.0490 -0.4237 -0.1691
O 18.620823 -24.840144 3.622482 0.3634 -0.1371 0.0221 -0.2566
C 15.470400 -31.941219 0.392406 -0.0506 0.3099 -0.4359 -0.2895
C 11.720648 -27.400621 5.101749 0.2554 -0.8533 0.2292 -0.0746
S 8.353034 -22.366737 7.046156 0.9526 -0.3094 0.2415 0.5523
H 17.444247 -29.213870 0.304136 0.0463 -0.0447 -0.1134 0.1079
C 11.630935 -33.603865 9.704676 0.1040 -0.5070 0.4323 -0.2041
C 12.054004 -31.911611 8.197633 0.3874 0.8105 0.2010 -0.2267
O 7.998741 -22.691101 5.707117 -0.3523 0.0939 -0.5395 -0.2723
C 10.130642 -24.211234 6.691390 0.5527 -0.0556 -0.6772 -0.2820
O 11.393139 -32.220888 9.425536 -0.0705 -0.1021 -0.1829 -0.1294
H 4.436823 -30.567123 4.795589 0.0371 -0.0422 0.0009 0.1216
C 16.583380 -31.176217 0.116649 0.5608 0.4992 0.1245 -0.0116
C 12.672610 -24.464558 -0.682611 0.1566 0.7563 -0.1190 -0.0283
H 17.251339 -23.885346 -0.798204 -0.1003 -0.0335 -0.1082 0.0870
H 16.262727 -24.772454 5.117002 0.0105 0.1481 0.1299 0.0738
C 6.958099 -28.572746 5.603649 -0.4725 0.2065 0.1941 -0.1568
C 16.130814 -24.291013 4.151774 0.0040 -0.6374 -0.6422 -0.0954
H 8.981613 -31.773802 6.144078 0.0146 0.0608 0.1783 0.0635
H 8.945706 -20.154000 6.784227 0.1236 0.1126 0.1363 0.0746
H 10.701043 -34.186351 9.648494 -0.0614 0.2510 -0.1906 0.1161
H 15.477989 -28.210952 1.295774 -0.1102 -0.0851 0.1807 0.0865
H 11.227791 -25.050227 8.310617 0.1015 0.0127 0.0174 0.0895
H 11.890041 -23.433880 -2.379854 0.2578 0.1202 -0.1340 0.1076
C 12.422818 -25.462340 -2.833896 -0.0790 0.1308 -0.7491 -0.0969
H 10.025525 -20.982578 7.978244 0.0307 0.1019 0.0725 0.0747
C 11.428049 -24.486979 7.397380 0.1961 -0.3699 0.5504 -0.0600
```
Positions in Å, forces in eV/Å.

## Properties
SMILES: CCOS(C)(=O)=O.CCOS(C)(=O)=O.CCOS(C)(=O)=O.CCOS(C)(=O)=O.Fc1ccccc1.Fc1ccccc1.Fc1ccccc1.C1CCOC1.C1CCOC1
largest force on an atom: 1.4 eV Å⁻¹
Kohn-Sham gap: 9.52 eV
HOMO level: -9.498 eV
ΔE to the lowest compared entry with this formula, charge and spin: 0.0 kJ/mol
LUMO energy: 0.0010 Ha
total energy: -120583.187 eV
net charge: 0

=====

Entry 3:
Molecular formula: CH12O4S2
Method: DFT, ωB97M-V/def2-TZVPD

```
19
Properties=species:S:1:pos:R:3:forces:R:3:lowdin_charge:R:1
H -1.237037 0.275660 3.159262 -0.1843 0.0675 0.0333 0.0643
H -1.111521 2.800710 -0.867870 0.0397 0.1279 0.0278 0.0729
H -1.669788 0.207464 1.650153 -0.4121 -0.2147 -0.1572 0.0092
S 0.351329 -0.642861 -2.761892 0.4389 -0.0568 0.2181 0.3122
H -0.178358 1.932986 0.041364 -0.1954 -0.0001 -0.1937 0.0361
H 0.368398 0.537505 -2.124254 -0.2607 -0.0445 0.0682 -0.2277
H -2.078729 0.787023 -0.394356 0.1457 -0.0685 0.3554 -0.0118
H 1.893118 1.316270 1.409357 -0.0327 -0.0849 -0.0839 0.0509
H 2.459143 -3.390946 -1.126469 -0.0402 0.0338 -0.1042 0.0220
H 0.384074 1.028162 1.737600 0.0004 -0.1660 0.3294 -0.0109
O -0.957993 1.903706 -0.565562 0.8244 0.5578 -0.1516 -0.0699
H 2.390947 -2.150984 0.116396 0.0395 0.2259 -0.1368 0.0239
H 0.922581 -2.670037 -0.662109 -0.2519 0.0945 -0.2046 0.0254
O -2.537667 0.090797 0.120178 -0.2663 -0.0936 -0.1400 -0.0787
O -0.924254 0.138750 2.264681 0.4378 -0.1686 0.2633 -0.0431
C 1.969160 -2.459619 -0.842268 0.0454 -0.5115 0.6727 -0.5045
O 1.011587 1.694932 1.392218 0.0684 0.3968 -0.3177 -0.0731
S 2.228635 -1.240849 -2.128404 0.0025 0.2451 -0.4995 0.3559
H -3.283626 -0.158669 -0.418024 -0.3989 -0.3403 0.0209 0.0469
```
Positions in Å, forces in eV/Å.

## Properties
SMILES: CSS.O.O.O.O
largest force on an atom: 1.0 eV Å⁻¹
Kohn-Sham gap: 9.20 eV
HOMO level: -8.722 eV
ΔE to the lowest compared entry with this formula, charge and spin: 12.4 kJ/mol
LUMO energy: 0.0177 Ha
total energy: -31092.713 eV
net charge: 0

=====

Entry 4:
Molecular formula: C5H7NO
Method: DFT, ωB97M-V/def2-TZVPD

```
14
Properties=species:S:1:pos:R:3:forces:R:3:lowdin_charge:R:1
H -1.999059 -1.949329 -0.428751 0.0848 0.0512 0.0432 0.1478
H 0.131641 0.373196 1.905936 -0.0601 0.0361 -0.1210 0.1373
C 1.708095 0.803960 -0.689415 0.0546 0.0078 -0.0116 -0.0614
H 2.115636 0.324953 -1.585530 -0.0584 0.0527 0.1453 0.0769
C -1.599118 -0.368183 0.880396 -0.1151 -0.0340 0.0971 -0.4629
C -0.117181 -0.962231 -0.769179 0.1548 0.1432 -0.0270 -0.0659
O -2.621956 -0.309262 1.527587 0.3380 -0.0436 -0.1759 0.0604
N -1.302631 -1.305015 -0.089950 -0.1623 0.0586 0.0771 0.0886
H -0.675248 1.598118 0.927903 0.0116 -0.1419 -0.0308 0.1325
C -0.373387 0.545666 0.945651 -0.0291 0.0624 0.0309 -0.0425
H 0.208855 -1.559288 -1.612933 -0.0473 0.1154 0.1092 0.1232
C 0.468384 0.109603 -0.228587 -0.0806 -0.1422 -0.1027 -0.2925
H 1.495903 1.851790 -0.937147 0.0335 -0.1469 0.0429 0.0798
H 2.490609 0.808393 0.079102 -0.1245 -0.0188 -0.0767 0.0787
```
Positions in Å, forces in eV/Å.

## Properties
SMILES: CC1=CNC(=O)C1
largest force on an atom: 0.4 eV Å⁻¹
Kohn-Sham gap: 9.26 eV
HOMO level: -8.418 eV
ΔE to the lowest compared entry with this formula, charge and spin: 1.0 kJ/mol
LUMO energy: 0.0310 Ha
total energy: -8836.192 eV
net charge: 0